11
Properties=species:S:1:pos:R:3:forces:R:3 method="wB97M-V/def2-TZVPD" energy_ha=-281.349434 de_lowest_ev=6.547 charge=0 spin_multiplicity=1 orbital_gap_ev=8.7 fmax_ha_per_bohr=0.0112
N 0.9222 0.1476 -1.7333 -0.102 0.117 -0.436
C 0.1701 0.1584 -0.4626 0.012 0.018 0.025
N -1.0482 0.4632 -0.2314 0.330 -0.085 -0.069
N -1.3407 0.2256 1.1301 0.162 -0.131 0.296
C -0.5517 -0.3850 1.9681 -0.525 0.229 -0.069
C 1.4527 -0.1848 -0.2908 -0.059 -0.103 0.074
H 0.6241 -0.5497 -2.4135 0.044 0.067 0.186
H 1.2268 1.0218 -2.1507 -0.040 -0.166 0.125
H -2.2570 0.6179 1.3309 0.124 -0.067 0.057
H -1.0860 -0.3640 2.9358 0.042 -0.019 -0.109
H 1.8877 -1.1511 -0.0825 0.011 0.140 -0.081



27
Properties=species:S:1:pos:R:3:forces:R:3 method="wB97M-V/def2-TZVPD" energy_ha=-1615.122526 charge=+2 spin_multiplicity=1 orbital_gap_ev="6.6 / 6.6" fmax_ha_per_bohr=0.2280
O -2.0818 -5.6004 -1.0149 1.413 1.541 0.573
C -1.3515 -4.7759 -0.7278 -1.397 -1.483 -0.578
Sc 0.1663 -0.1255 -1.7628 1.443 1.014 1.311
C 1.5955 1.3766 -2.6611 2.451 3.417 -2.464
O 2.3375 2.1137 -3.1375 -2.300 -2.555 1.764
C 1.3279 -1.5556 -3.3820 0.151 -5.451 -10.381
O 1.5717 -2.0001 -4.5013 -2.020 3.051 7.329
C -1.3406 0.6336 -3.4093 -2.811 1.588 -3.131
O -2.0755 0.9935 -4.2101 2.547 -1.341 2.793
C 2.3090 -0.9924 -2.3215 4.544 1.376 5.942
O 3.3904 -1.4349 -2.0105 -4.061 0.679 -2.331
H -0.3259 -1.5614 -2.5644 0.127 -1.697 -1.245
C -0.4818 1.1640 3.5635 0.104 -0.186 0.316
N -0.5929 1.2571 2.0836 0.390 -0.619 -0.273
C -1.2667 2.4289 1.5292 -0.293 0.531 -0.164
C -0.1101 0.3626 1.2549 -0.359 0.594 1.637
C 0.5768 -0.8710 1.7349 0.273 -0.539 0.397
O -0.2472 0.5823 -0.0126 0.101 -0.442 -0.398
H -1.0097 2.0315 3.9870 0.300 -0.519 -0.139
H 0.5739 1.1844 3.8855 -0.471 0.087 -0.237
H -0.9455 0.2345 3.9332 0.088 0.461 -0.198
H -0.5847 2.9976 0.8864 -0.126 -0.092 0.220
H -2.1348 2.1244 0.9331 0.160 0.061 0.201
H -1.5945 3.0535 2.3634 0.045 -0.087 -0.368
H 0.1221 -1.7693 1.2775 0.094 0.393 0.131
H 1.6458 -0.8569 1.4481 -0.430 0.108 0.086
H 0.5265 -0.9951 2.8353 0.036 0.110 -0.793



36
Properties=species:S:1:pos:R:3:forces:R:3 method="wB97M-V/def2-TZVPD" energy_ha=-2309.923649 charge=-1 s_squared=12.024 spin_multiplicity=7 orbital_gap_ev="3.9 / 3.9" fmax_ha_per_bohr=0.2142
Mn -1.5996 -0.6439 0.0322 -1.278 -0.280 3.114
C -3.3493 -0.8728 1.9914 -2.615 -1.127 -7.838
O -2.7724 0.1771 1.5956 2.608 6.410 1.732
O -4.5502 -1.0348 1.7440 -4.852 1.337 4.167
O -2.7368 -1.8494 1.4812 5.868 -6.102 0.609
C -2.5752 -2.1226 -1.8858 2.011 -0.445 7.255
O -1.3942 -2.0448 -1.4705 7.472 -2.997 -4.229
O -3.3552 -2.9882 -1.4922 -2.717 -5.223 -2.949
O -3.0722 -1.1436 -1.3281 -7.129 8.216 -1.722
C 1.1246 -1.6279 4.2413 0.430 -0.978 -0.972
C 1.6146 -0.3541 3.5708 -1.697 -0.201 1.841
O 2.1851 -0.5779 2.3117 1.203 -0.086 -1.418
C 1.5325 -0.9003 1.2064 -4.855 -0.827 0.079
O 0.2741 -0.8141 1.0674 4.907 0.101 0.617
O 2.3484 -1.5086 0.3534 1.114 0.354 0.921
C 2.1165 -1.5465 -1.0303 -1.357 0.902 -1.291
H 1.9886 -2.1829 4.6067 -0.222 -0.081 0.560
H 0.6809 -2.2804 3.4893 -0.213 0.071 -0.166
H 0.3168 -1.4667 4.9552 0.444 0.162 0.248
H 2.4063 0.0568 4.1973 0.008 0.322 -0.402
H 0.7242 0.2727 3.6187 0.320 0.638 -0.938
H 1.0565 -1.5012 -1.2805 -0.255 -0.673 0.294
H 2.5848 -2.4035 -1.5143 -0.008 -0.032 0.584
H 2.4679 -0.6341 -1.5121 0.656 0.123 0.195
C -0.2203 2.2703 -0.9544 -1.622 -1.293 -0.266
O -0.6877 1.2267 -0.4846 1.191 1.804 -0.689
N 0.1110 2.4450 -2.2502 0.312 0.634 -0.287
C 0.6146 3.7764 -2.6619 -1.220 -0.464 -0.376
C 0.0760 1.3570 -3.2605 0.387 0.500 0.611
H -0.1928 3.2219 -0.4014 0.271 -0.316 0.315
H -0.0243 4.0925 -3.4865 0.309 0.025 -0.404
H 1.6639 3.8068 -2.9555 -0.003 -0.258 0.041
H 0.4122 4.5453 -1.9163 0.226 -0.373 0.379
H -0.5791 1.4904 -4.1214 -0.207 0.821 0.172
H 1.0979 1.3294 -3.6387 0.005 -0.678 -0.114
H -0.2882 0.4300 -2.8176 0.505 0.014 0.329



44
Properties=species:S:1:pos:R:3:forces:R:3 method="wB97M-V/def2-TZVPD" energy_ha=-1017.074981 de_lowest_ev=1.743 charge=0 spin_multiplicity=1 orbital_gap_ev=8.6 fmax_ha_per_bohr=0.0150 smiles="COc1ccc(/C=C/C(=O)NCCOc2ccc(C)cc2)cc1"
C 3.2678 6.9040 3.3828 0.056 0.239 -0.076
O 2.9622 5.5784 3.7429 -0.081 -0.373 0.012
C 2.8328 4.6488 2.7607 -0.016 -0.126 -0.125
C 2.9784 4.8953 1.3987 0.057 0.380 0.324
C 2.8233 3.8642 0.4929 -0.099 -0.450 0.044
C 2.5211 2.5644 0.9016 0.085 0.492 0.289
C 2.3753 1.5294 -0.0986 -0.135 -0.718 -0.242
C 2.0898 0.2355 0.0926 0.080 0.607 0.026
C 1.9807 -0.6753 -1.0614 0.107 -0.143 -0.024
O 2.1579 -0.3306 -2.2149 -0.017 0.127 -0.202
N 1.7028 -1.9665 -0.7241 -0.100 -0.221 0.201
C 1.4199 -2.9682 -1.7181 -0.311 -0.118 -0.165
C 0.0361 -3.5881 -1.5213 0.338 -0.079 -0.006
O -0.9169 -2.5566 -1.6154 -0.076 0.120 -0.059
C -2.2412 -2.8706 -1.5236 -0.160 0.015 0.029
C -2.7495 -4.1458 -1.3167 0.412 0.021 -0.027
C -4.1206 -4.3376 -1.2395 -0.169 0.163 -0.013
C -5.0080 -3.2819 -1.3626 -0.017 -0.146 0.044
C -6.4906 -3.4923 -1.2899 0.020 0.046 -0.051
C -4.4864 -2.0072 -1.5679 0.123 -0.093 0.011
C -3.1273 -1.7995 -1.6471 0.187 -0.038 -0.008
C 2.3771 2.3329 2.2748 0.037 0.138 -0.123
C 2.5295 3.3514 3.1848 0.025 0.153 0.088
H 4.2323 6.9687 2.8690 -0.047 -0.007 0.009
H 3.3211 7.4586 4.3182 0.007 -0.001 -0.098
H 2.4879 7.3383 2.7493 0.038 -0.025 0.014
H 3.2122 5.8835 1.0346 0.018 0.087 0.004
H 2.9393 4.0699 -0.5614 0.009 0.004 -0.106
H 2.5154 1.8415 -1.1271 0.001 -0.045 -0.104
H 1.9276 -0.1862 1.0736 -0.007 0.016 0.172
H 1.4827 -2.1900 0.2334 0.054 0.159 -0.035
H 1.4692 -2.4595 -2.6843 0.031 -0.175 0.085
H 2.1725 -3.7654 -1.6871 -0.107 0.049 -0.099
H -0.0216 -4.0720 -0.5335 -0.054 -0.005 -0.110
H -0.1321 -4.3495 -2.2954 0.010 0.046 0.114
H -2.0961 -4.9986 -1.2150 0.088 -0.040 0.004
H -4.4982 -5.3376 -1.0789 -0.050 -0.085 0.019
H -6.9469 -3.3024 -2.2614 -0.111 -0.021 -0.027
H -6.9399 -2.8073 -0.5727 -0.099 -0.001 0.046
H -6.7252 -4.5116 -0.9938 -0.074 -0.052 0.022
H -5.1595 -1.1678 -1.6668 -0.062 0.109 -0.010
H -2.7181 -0.8145 -1.8071 0.049 0.130 -0.021
H 2.1432 1.3423 2.6320 -0.026 -0.107 0.057
H 2.4197 3.1754 4.2434 -0.015 -0.030 0.118



15
Properties=species:S:1:pos:R:3:forces:R:3 method="wB97M-V/def2-TZVPD" energy_ha=-399.642595 de_lowest_ev=0.959 charge=-1 spin_multiplicity=1 orbital_gap_ev=8.8 fmax_ha_per_bohr=0.0071
O -0.7513 -0.5090 2.1328 -0.110 -0.097 -0.019
C 0.4390 -0.6961 2.4935 -0.070 0.313 0.171
O 1.4587 -0.8025 1.8014 0.202 -0.138 -0.170
H 0.5808 -0.7319 3.6050 0.018 -0.073 0.051
C 0.1837 1.5026 -0.7186 -0.268 0.022 0.044
N -0.2258 0.5435 -1.7325 -0.142 0.056 -0.127
C -0.3470 -0.8133 -1.2026 -0.027 -0.091 -0.085
O -1.4578 -0.9500 -0.3828 -0.226 -0.026 -0.233
H -0.5858 1.5318 0.0543 0.062 0.001 0.022
H 0.2487 2.4952 -1.1628 0.049 0.105 -0.039
H 1.1251 1.2511 -0.2285 0.186 -0.058 0.107
H 0.4362 0.5350 -2.4963 0.118 -0.018 -0.038
H -0.4795 -1.4685 -2.0744 0.096 -0.011 0.071
H 0.5520 -1.1049 -0.6406 0.060 -0.009 -0.033
H -1.1771 -0.7829 0.5522 0.050 0.022 0.278



19
Properties=species:S:1:pos:R:3:forces:R:3 method="wB97M-V/def2-TZVPD" energy_ha=-571.807372 de_lowest_ev=2.826 charge=0 s_squared=3.788 spin_multiplicity=4 orbital_gap_ev="7.4 / 9.5" fmax_ha_per_bohr=0.1398
O -2.8244 -1.1374 -1.3116 3.436 2.549 -5.780
O -3.3642 -1.5375 -0.4025 -3.415 -2.542 5.782
C 0.5299 1.0480 -1.9979 0.052 0.005 -0.167
C 0.3124 0.3456 -0.7081 0.454 0.230 0.572
C -0.3663 1.1084 0.3787 -1.547 0.604 0.167
O 0.5012 1.3789 1.4433 1.618 0.120 1.787
O -0.2541 1.8949 2.6175 -0.488 -0.316 -1.212
C 0.8004 -0.9201 -0.4992 0.146 -0.945 0.600
C 0.6945 -1.6632 0.6707 -0.363 0.810 -0.079
O 1.1879 -2.9204 0.7839 0.045 -0.512 0.593
H 1.0962 0.4314 -2.6988 -0.083 0.049 0.030
H -0.4323 1.2933 -2.4503 -0.023 0.145 -0.176
H 1.0781 1.9810 -1.8439 -0.041 0.065 -0.058
H -0.7337 2.0750 0.0146 -0.165 -0.146 -0.236
H -1.2208 0.5558 0.7815 -0.179 -0.128 -0.046
H 0.4129 1.9687 3.3191 0.313 -0.255 -0.657
H 1.3241 -1.3889 -1.3126 0.172 -0.226 -0.323
H 0.1924 -1.2310 1.5246 0.032 -0.134 0.220
H 1.0657 -3.2824 1.6910 0.038 0.626 -1.019



Copy entry 1 word for word.
11
Properties=species:S:1:pos:R:3:forces:R:3 method="wB97M-V/def2-TZVPD" energy_ha=-281.349434 de_lowest_ev=6.547 charge=0 spin_multiplicity=1 orbital_gap_ev=8.7 fmax_ha_per_bohr=0.0112
N 0.9222 0.1476 -1.7333 -0.102 0.117 -0.436
C 0.1701 0.1584 -0.4626 0.012 0.018 0.025
N -1.0482 0.4632 -0.2314 0.330 -0.085 -0.069
N -1.3407 0.2256 1.1301 0.162 -0.131 0.296
C -0.5517 -0.3850 1.9681 -0.525 0.229 -0.069
C 1.4527 -0.1848 -0.2908 -0.059 -0.103 0.074
H 0.6241 -0.5497 -2.4135 0.044 0.067 0.186
H 1.2268 1.0218 -2.1507 -0.040 -0.166 0.125
H -2.2570 0.6179 1.3309 0.124 -0.067 0.057
H -1.0860 -0.3640 2.9358 0.042 -0.019 -0.109
H 1.8877 -1.1511 -0.0825 0.011 0.140 -0.081



Question: The highest charge belongs to which entry?
Answer: C9H10NO6Sc